A:
Here is 17 unconnected molecules or ions with the total composition C68H187N17O17 from the Open Molecules 2025 dataset. Energies are from ωB97M-V/def2-TZVPD.

```
289
Properties=species:S:1:pos:R:3:mulliken_charge:R:1
C -3.914 4.063 2.023 -1.5776
C -4.871 3.256 2.942 1.2705
C -6.338 3.235 2.408 -1.0462
O -7.223 2.524 3.246 -0.3172
C -7.575 3.106 4.518 -0.7340
N -4.383 1.884 3.077 0.4308
H -4.134 5.123 2.152 0.5485
H -3.959 3.977 0.937 0.2222
H -2.874 3.863 2.279 0.1822
H -4.799 3.717 3.926 -0.0180
H -6.355 2.925 1.363 0.2528
H -6.773 4.232 2.329 0.4720
H -8.591 2.886 4.846 0.2766
H -7.619 4.173 4.297 0.3487
H -6.836 2.922 5.298 0.2145
H -4.271 1.422 2.186 -0.6740
H -5.017 1.262 3.557 0.2585
C 5.327 0.765 -2.828 -1.0503
C 6.145 -0.208 -2.027 1.3273
C 7.666 -0.414 -2.450 -1.4269
O 8.491 -1.035 -1.446 -0.2747
C 9.872 -1.008 -1.683 -0.8578
N 6.047 0.149 -0.564 -0.1084
H 5.769 0.707 -3.822 0.5954
H 5.504 1.793 -2.511 0.4799
H 4.315 0.403 -3.014 -0.2324
H 5.663 -1.184 -2.084 -0.3777
H 8.125 0.531 -2.741 0.5141
H 7.821 -0.973 -3.373 0.4367
H 10.212 -1.739 -2.417 0.2749
H 10.374 -1.227 -0.740 0.2770
H 10.322 -0.032 -1.865 0.3441
H 6.092 1.157 -0.530 -0.2549
H 6.840 -0.205 -0.049 0.3763
C 5.184 -0.845 4.112 -1.6728
C 6.455 -0.735 3.361 1.2056
C 7.805 -0.920 4.164 -0.9273
O 7.925 0.168 5.036 -0.2863
C 9.288 0.018 5.533 -0.7804
N 6.338 -1.688 2.290 -0.5736
H 5.051 -1.815 4.592 0.3137
H 4.290 -0.664 3.515 0.3751
H 5.265 -0.116 4.918 0.3459
H 6.366 0.242 2.886 0.0622
H 8.552 -1.091 3.389 0.3634
H 7.569 -1.874 4.634 0.2831
H 9.329 -0.826 6.221 0.3206
H 9.514 0.899 6.134 0.2662
H 10.064 -0.105 4.778 0.3178
H 5.786 -1.313 1.532 0.0506
H 5.815 -2.493 2.607 0.2584
C -3.063 5.025 6.779 -0.9434
C -1.988 5.525 5.833 0.6674
C -0.955 6.372 6.485 -0.9620
O -1.540 7.384 7.289 -0.4070
C -1.614 8.627 6.711 -0.7027
N -1.322 4.400 5.149 -0.1286
H -3.559 5.738 7.437 0.3910
H -2.625 4.180 7.309 0.1726
H -3.903 4.677 6.177 0.0886
H -2.396 6.225 5.103 0.1911
H -0.372 6.888 5.722 0.4460
H -0.288 5.713 7.040 0.3315
H -1.949 8.507 5.681 0.3103
H -0.628 9.089 6.662 0.2885
H -2.321 9.328 7.156 0.2742
H -0.940 3.695 5.764 0.0562
H -2.028 3.861 4.668 -0.0325
C -8.296 -3.874 0.102 -1.4473
C -7.647 -3.154 -1.031 0.4070
C -7.578 -1.593 -0.652 -0.9434
O -6.709 -1.376 0.492 -0.1112
C -7.253 -0.588 1.494 -1.1052
N -6.348 -3.652 -1.334 -0.3954
H -8.358 -4.926 -0.178 0.4326
H -9.315 -3.510 0.228 0.4166
H -7.756 -3.870 1.049 0.1475
H -8.338 -3.202 -1.873 0.4203
H -8.568 -1.140 -0.722 0.5183
H -7.084 -1.048 -1.456 0.3154
H -6.457 -0.460 2.228 -0.1039
H -8.064 -0.987 2.103 0.4013
H -7.310 0.461 1.205 0.4753
H -5.873 -3.561 -0.447 -0.0422
H -5.807 -3.026 -1.914 0.0879
C -3.654 -1.121 -1.475 -0.7750
C -3.447 0.125 -0.644 3.1921
C -3.695 1.479 -1.484 -0.9459
O -2.458 1.570 -2.319 0.1221
C -1.448 2.432 -1.819 0.3308
N -4.197 0.024 0.538 0.7736
H -2.900 -1.224 -2.256 -0.0030
H -4.674 -1.160 -1.858 0.0925
H -3.659 -2.042 -0.892 -0.1245
H -2.394 0.155 -0.365 -1.1731
H -3.763 2.357 -0.841 -0.4772
H -4.580 1.355 -2.109 0.3754
H -0.508 2.348 -2.365 -0.5725
H -1.326 2.292 -0.745 -0.5587
H -1.739 3.470 -1.979 0.3841
H -5.031 -0.535 0.426 -0.4908
H -3.733 -0.626 1.157 -0.1176
C 1.094 -0.015 -3.979 1.1858
C 1.356 0.377 -5.435 1.6630
C 2.804 1.129 -5.621 -0.5889
O 2.976 1.493 -6.951 -0.3219
C 4.268 1.707 -7.453 -0.8873
N 1.481 -0.845 -6.225 -0.7673
H 1.930 -0.604 -3.601 -0.3203
H 0.159 -0.538 -3.780 -0.3109
H 1.128 0.913 -3.409 -0.5142
H 0.663 0.995 -6.005 -0.9067
H 3.613 0.467 -5.312 0.3558
H 2.794 2.072 -5.075 0.1015
H 4.797 0.783 -7.688 0.2873
H 4.931 2.312 -6.835 0.2905
H 4.058 2.459 -8.214 0.3234
H 1.859 -0.452 -7.076 0.3590
H 0.515 -1.098 -6.374 -0.0041
C 1.886 3.907 -3.139 -0.9610
C 1.776 5.449 -2.750 1.1070
C 1.596 6.452 -3.932 -0.9139
O 1.198 7.724 -3.456 -0.3725
C 2.253 8.702 -3.366 -0.7424
N 0.784 5.617 -1.726 -0.5737
H 1.890 3.299 -2.234 -0.1839
H 2.807 3.549 -3.600 0.4675
H 1.036 3.584 -3.740 0.4868
H 2.680 5.713 -2.202 -0.2504
H 0.876 5.972 -4.595 0.3577
H 2.395 6.408 -4.672 0.3716
H 2.036 9.751 -3.162 0.3181
H 2.825 8.735 -4.293 0.3259
H 2.902 8.598 -2.496 0.2563
H 0.666 6.552 -1.364 0.3249
H 1.190 5.123 -0.944 -0.0218
C -5.035 2.781 -5.786 -1.8339
C -3.953 1.854 -5.861 0.6727
C -2.609 2.541 -6.234 -0.2479
O -2.585 2.653 -7.639 -0.3936
C -1.251 2.875 -8.174 -0.5943
N -3.902 1.269 -4.598 0.3326
H -5.116 3.250 -6.766 0.4261
H -5.135 3.499 -4.972 0.2927
H -6.005 2.287 -5.723 0.4863
H -4.097 1.035 -6.566 0.1789
H -1.770 2.018 -5.775 -0.2994
H -2.604 3.530 -5.775 0.6703
H -0.942 3.920 -8.148 0.3433
H -1.259 2.604 -9.230 0.2989
H -0.410 2.392 -7.675 0.0856
H -4.807 0.998 -4.238 0.1701
H -3.212 1.523 -3.905 -0.0441
C -0.554 -7.227 0.522 -1.2394
C -0.683 -6.648 -0.916 0.2249
C -1.176 -5.198 -0.993 1.2521
O -2.298 -5.030 -0.116 0.3959
C -3.550 -5.487 -0.627 -1.0381
N 0.608 -6.924 -1.497 -0.5093
H 0.251 -6.705 1.039 0.2317
H -0.332 -8.292 0.587 0.4536
H -1.433 -7.032 1.136 -0.0721
H -1.301 -7.313 -1.520 0.3249
H -1.397 -5.062 -2.051 -0.0453
H -0.451 -4.451 -0.669 -1.4122
H -3.555 -6.187 -1.462 0.4382
H -4.115 -4.582 -0.849 0.2457
H -4.100 -6.029 0.143 0.1852
H 1.398 -6.683 -0.916 0.2614
H 0.588 -7.926 -1.623 0.2902
C 4.703 3.797 -0.711 -0.8997
C 4.625 4.084 0.779 0.0210
C 3.108 3.955 1.364 -0.2867
O 2.299 5.022 0.796 -0.4200
C 0.968 5.001 1.281 -1.0245
N 5.474 3.030 1.428 -0.3850
H 5.731 3.570 -0.994 0.6548
H 4.363 4.633 -1.322 0.1907
H 4.106 2.942 -1.028 -0.1428
H 5.000 5.098 0.915 0.2399
H 3.262 4.075 2.436 0.4469
H 2.639 3.014 1.077 -0.0121
H 0.334 5.875 1.130 0.4181
H 0.901 4.929 2.366 0.4072
H 0.430 4.112 0.952 0.3325
H 5.425 3.065 2.436 0.2188
H 6.438 3.194 1.174 0.2737
C 0.382 -1.569 -0.893 0.2370
C 1.275 -0.479 -0.375 2.3296
C 0.756 0.161 0.961 0.0376
O -0.517 0.717 0.933 1.2661
C -0.998 1.302 2.139 0.1385
N 2.470 -1.257 -0.117 0.1514
H 0.324 -2.450 -0.254 -0.9354
H 0.697 -1.848 -1.899 0.2295
H -0.597 -1.141 -1.106 -0.4602
H 1.302 0.293 -1.144 -0.7282
H 1.476 0.834 1.426 -0.0132
H 0.733 -0.645 1.694 -0.6383
H -0.810 0.633 2.979 0.0027
H -2.044 1.585 2.026 -0.8506
H -0.372 2.175 2.324 -0.3275
H 3.306 -0.690 -0.121 -0.0128
H 2.489 -1.762 -0.991 -0.3781
C 2.798 -4.226 4.105 -2.1840
C 1.868 -4.482 3.105 1.2945
C 0.496 -3.723 3.096 -0.1637
O -0.413 -4.114 4.166 -0.3996
C -0.331 -3.339 5.389 -0.9202
N 2.567 -4.078 1.868 -0.3875
H 3.345 -3.285 4.154 0.3335
H 3.529 -5.033 4.154 0.4629
H 2.350 -4.322 5.094 0.4742
H 1.545 -5.506 3.292 0.1383
H -0.035 -4.164 2.252 -0.1726
H 0.604 -2.665 2.859 0.2255
H -0.045 -2.313 5.157 0.3330
H 0.369 -3.669 6.157 0.3202
H -1.262 -3.488 5.936 0.3331
H 2.165 -3.182 1.631 -0.2434
H 3.576 -4.045 1.832 0.3349
C 1.578 1.715 4.838 -1.2727
C 1.258 1.208 6.260 0.4870
C -0.198 0.515 6.393 -0.1852
O -1.122 1.599 6.413 -0.2475
C -2.448 1.113 6.705 -0.4284
N 2.394 0.343 6.663 -0.6613
H 1.693 0.917 4.104 0.2425
H 2.469 2.333 4.725 0.5983
H 0.784 2.249 4.317 -0.0754
H 1.378 2.043 6.950 0.3593
H -0.422 -0.061 7.291 0.6672
H -0.412 -0.170 5.573 -0.4470
H -2.790 0.486 5.881 -0.0750
H -3.118 1.972 6.711 0.1679
H -2.655 0.514 7.592 0.3924
H 3.296 0.797 6.692 0.2525
H 2.200 0.038 7.606 0.2299
C 2.436 -3.989 -4.443 -0.7581
C 3.183 -4.317 -3.152 0.6183
C 4.594 -3.820 -3.150 -0.3189
O 5.483 -4.374 -4.137 -0.4725
C 6.716 -3.631 -4.155 -0.7163
N 2.535 -3.832 -1.879 0.2984
H 2.940 -4.415 -5.310 0.5518
H 2.311 -2.932 -4.676 0.1102
H 1.408 -4.346 -4.503 -0.5145
H 3.236 -5.398 -3.018 0.4917
H 5.074 -4.009 -2.189 0.6114
H 4.377 -2.753 -3.175 -0.3248
H 7.374 -4.157 -4.846 0.3474
H 7.192 -3.600 -3.175 0.3215
H 6.601 -2.609 -4.516 0.1952
H 1.668 -4.344 -1.801 -0.6360
H 2.949 -4.017 -0.976 0.1264
C -3.728 -1.869 4.326 -1.5318
C -3.506 -3.080 3.407 2.0874
C -4.751 -4.013 3.415 -1.2241
O -4.416 -5.334 2.844 -0.2876
C -3.698 -6.159 3.724 -0.6552
N -3.375 -2.604 2.065 1.3645
H -2.782 -1.327 4.339 -0.0032
H -4.061 -2.201 5.309 0.5609
H -4.418 -1.108 3.962 0.0572
H -2.694 -3.709 3.772 -0.5224
H -5.586 -3.589 2.857 0.0323
H -5.130 -4.192 4.421 0.5273
H -3.434 -5.789 4.715 0.3266
H -2.748 -6.474 3.292 0.0954
H -4.243 -7.083 3.916 0.3156
H -2.432 -2.259 1.955 -0.3611
H -3.456 -3.485 1.578 -0.7566
C -3.620 -1.999 -5.662 -1.0227
C -2.037 -1.996 -5.716 2.6167
C -1.471 -3.370 -5.906 -0.9914
O -1.705 -4.312 -4.862 -0.1620
C -1.185 -5.644 -5.105 -0.8376
N -1.635 -1.013 -6.719 -0.7009
H -4.047 -1.035 -5.940 0.2308
H -3.950 -2.187 -4.640 0.0824
H -4.088 -2.730 -6.322 0.3944
H -1.574 -1.625 -4.801 -1.3663
H -0.390 -3.249 -5.969 0.2931
H -1.845 -3.813 -6.829 0.3104
H -0.104 -5.677 -4.968 0.2304
H -1.304 -6.022 -6.121 0.4271
H -1.632 -6.419 -4.482 0.2275
H -2.235 -1.225 -7.503 0.3570
H -2.113 -0.164 -6.453 -0.0047
```

As for the HOMO-LUMO gap: 0.312 hartree. As for the net charge: 0. As for the molar mass: 1515.3 g/mol. Its HOMO energy is -7.978 eV.

B:
Here is 17 unconnected molecules or ions with the total composition C68H187N17O17 from the Open Molecules 2025 dataset. Energies are from ωB97M-V/def2-TZVPD.

```
289
Properties=species:S:1:pos:R:3:mulliken_charge:R:1
C 8.543 1.148 -2.773 -1.5789
C 7.356 1.949 -2.316 2.0350
C 6.908 1.558 -0.875 -0.1264
O 5.828 2.276 -0.352 -0.5778
C 5.341 1.718 0.841 -1.1023
N 7.662 3.412 -2.180 -0.8335
H 8.357 0.085 -2.626 0.2192
H 9.392 1.444 -2.158 0.4769
H 8.802 1.219 -3.830 0.3660
H 6.463 1.821 -2.928 -0.9211
H 7.701 1.853 -0.189 0.1566
H 6.711 0.486 -0.877 -0.2668
H 6.048 1.677 1.669 0.5678
H 4.865 0.754 0.661 0.3635
H 4.514 2.334 1.195 0.3293
H 7.008 3.642 -1.446 0.3201
H 8.559 3.572 -1.745 0.3305
C 7.543 -1.214 3.848 -0.8376
C 8.146 -2.019 2.650 0.1783
C 7.577 -1.497 1.359 -0.6950
O 6.156 -1.524 1.405 0.5319
C 5.420 -2.708 1.191 -0.8889
N 9.577 -1.793 2.610 -0.7056
H 7.626 -0.158 3.588 0.3591
H 7.883 -1.395 4.868 0.4135
H 6.459 -1.323 3.875 -0.2587
H 7.860 -3.071 2.655 0.4432
H 8.033 -2.123 0.591 0.3351
H 7.901 -0.460 1.267 0.0535
H 5.604 -3.511 1.905 0.2533
H 5.798 -3.144 0.267 0.4753
H 4.357 -2.471 1.143 -0.2005
H 9.724 -0.795 2.561 0.2871
H 10.025 -2.222 1.813 0.3115
C 5.429 0.431 -5.610 -0.9897
C 5.076 -1.024 -5.607 0.1735
C 4.738 -1.428 -4.167 0.7130
O 5.818 -1.323 -3.266 -0.3960
C 5.692 -1.835 -1.988 0.0071
N 4.037 -1.161 -6.580 -0.4876
H 5.981 0.727 -6.502 0.5909
H 5.915 0.738 -4.683 -0.3867
H 4.600 1.134 -5.695 0.1972
H 5.885 -1.668 -5.955 0.4794
H 4.395 -2.462 -4.156 0.3832
H 3.983 -0.752 -3.764 -0.8777
H 6.636 -1.880 -1.445 -0.0472
H 5.340 -2.863 -2.068 -0.0721
H 5.051 -1.114 -1.481 0.1722
H 4.439 -0.875 -7.462 0.2552
H 3.642 -2.084 -6.692 0.1813
C 3.665 4.451 -3.353 -1.9496
C 2.773 3.470 -2.544 1.0170
C 2.833 2.146 -3.283 1.9586
O 1.963 2.359 -4.433 -0.4974
C 1.860 1.263 -5.273 -0.2480
N 3.378 3.423 -1.174 -0.1911
H 4.728 4.213 -3.395 0.2763
H 3.677 5.452 -2.921 0.3949
H 3.137 4.511 -4.304 0.4593
H 1.803 3.948 -2.404 -0.0835
H 2.426 1.333 -2.683 -0.9185
H 3.859 1.902 -3.557 -0.4471
H 2.368 1.419 -6.225 0.5654
H 0.829 0.933 -5.397 -0.1057
H 2.329 0.373 -4.855 -0.1449
H 2.912 2.721 -0.616 0.3264
H 4.309 3.033 -1.159 0.2005
C 2.003 -0.673 -0.097 -0.7918
C 0.903 0.387 -0.405 2.3069
C -0.450 0.049 0.366 0.2364
O -1.374 1.117 0.252 1.0831
C -2.497 0.896 1.062 0.1743
N 1.456 1.609 0.046 1.8492
H 1.664 -1.683 -0.327 0.7947
H 2.273 -0.710 0.959 -0.5937
H 2.968 -0.448 -0.549 -0.6131
H 0.622 0.346 -1.457 -0.7337
H -0.157 -0.062 1.410 -0.9885
H -0.823 -0.939 0.097 -0.3547
H -3.056 1.829 0.984 -0.6330
H -2.281 0.744 2.120 -0.4131
H -3.146 0.106 0.685 0.1249
H 0.708 2.279 -0.060 -0.4745
H 1.552 1.565 1.051 -1.0717
C 4.669 -3.005 5.283 -1.8330
C 3.276 -2.980 4.716 2.6808
C 2.960 -4.392 4.187 -1.2380
O 1.713 -4.556 3.483 -0.3851
C 1.532 -3.862 2.292 0.8752
N 2.311 -2.661 5.735 -0.5178
H 4.814 -3.722 6.091 0.4869
H 4.898 -2.010 5.664 0.3462
H 5.430 -3.183 4.523 0.2957
H 3.181 -2.240 3.921 -0.9825
H 2.948 -5.126 4.993 0.3051
H 3.772 -4.749 3.553 0.3461
H 0.529 -4.150 1.977 0.0842
H 2.266 -4.162 1.544 -0.1125
H 1.607 -2.785 2.446 -0.5561
H 2.517 -3.249 6.529 0.3605
H 1.346 -2.813 5.479 -0.0859
C -0.610 -7.214 -1.044 -1.4177
C -2.087 -7.029 -0.740 0.6382
C -2.512 -5.594 -0.466 -0.3614
O -1.919 -5.080 0.734 -0.4395
C -2.218 -3.651 0.805 0.6345
N -2.868 -7.566 -1.860 -0.7656
H -0.173 -8.211 -0.988 0.4103
H -0.022 -6.624 -0.340 0.1941
H -0.351 -6.873 -2.046 0.3061
H -2.280 -7.657 0.131 0.3340
H -3.594 -5.600 -0.332 0.3603
H -2.323 -4.932 -1.311 -0.1069
H -1.682 -3.278 1.677 -0.8923
H -3.282 -3.453 0.934 0.4456
H -1.821 -3.129 -0.065 0.0922
H -2.780 -8.568 -1.949 0.2582
H -3.852 -7.508 -1.642 0.2460
C -4.423 -2.636 -2.134 -1.3362
C -5.312 -1.532 -2.827 -0.0313
C -5.693 -0.393 -1.832 0.3308
O -6.428 -0.983 -0.763 -0.4731
C -6.991 -0.055 0.190 -0.2319
N -4.710 -1.071 -4.089 -0.3166
H -4.058 -3.445 -2.767 0.3740
H -4.989 -2.996 -1.275 0.5473
H -3.502 -2.195 -1.752 -0.0587
H -6.286 -1.931 -3.111 0.5482
H -6.342 0.312 -2.352 0.5358
H -4.782 0.121 -1.527 -0.3322
H -7.498 0.749 -0.343 0.2926
H -6.178 0.343 0.797 -0.1321
H -7.645 -0.700 0.777 0.2918
H -5.342 -0.411 -4.520 0.5922
H -3.968 -0.439 -3.823 -0.3900
C -4.427 3.391 -6.304 -1.7290
C -4.132 2.106 -5.497 0.4978
C -2.854 2.333 -4.723 -0.5959
O -2.740 1.099 -4.011 -0.1173
C -1.655 1.100 -3.039 0.6953
N -5.237 1.855 -4.551 -0.4963
H -4.488 4.319 -5.736 0.2306
H -5.360 3.250 -6.851 0.4093
H -3.678 3.441 -7.094 0.5024
H -4.007 1.209 -6.103 0.3904
H -2.865 3.165 -4.019 -0.1887
H -2.029 2.406 -5.431 0.5727
H -1.685 0.203 -2.421 -0.1274
H -1.788 1.881 -2.290 -0.1814
H -0.661 1.139 -3.484 -0.2634
H -5.393 2.735 -4.080 0.7222
H -4.742 1.511 -3.740 -0.5194
C 4.302 0.951 3.967 -0.6025
C 3.051 1.181 4.842 -0.1503
C 1.814 1.163 3.940 1.4376
O 1.729 2.160 2.927 -0.0879
C 1.728 3.553 3.350 -0.7917
N 3.001 0.203 5.914 -0.4959
H 4.097 -0.016 3.508 -0.0099
H 5.267 0.970 4.474 0.4407
H 4.348 1.683 3.161 -0.2220
H 3.095 2.199 5.228 0.6791
H 0.885 1.136 4.510 -0.0871
H 1.913 0.256 3.343 -1.3396
H 0.977 3.642 4.135 0.3083
H 1.529 4.102 2.429 -0.0682
H 2.734 3.817 3.676 0.3550
H 2.762 -0.706 5.544 -0.2904
H 2.301 0.363 6.624 0.3641
C -5.968 3.411 2.938 -1.6553
C -6.287 2.368 4.012 2.3380
C -7.150 3.016 5.152 -1.0540
O -7.518 2.134 6.264 -0.4420
C -6.365 1.623 6.989 -0.1532
N -7.026 1.331 3.469 -0.3357
H -5.230 3.087 2.204 0.0382
H -5.525 4.301 3.386 0.4424
H -6.876 3.655 2.387 0.4590
H -5.399 1.980 4.510 -1.4448
H -8.155 3.335 4.874 0.3661
H -6.636 3.915 5.492 0.3734
H -5.763 2.404 7.451 0.1577
H -5.754 0.983 6.352 -0.1163
H -6.753 1.032 7.819 0.3721
H -7.163 0.569 4.117 0.3611
H -7.974 1.661 3.350 0.3814
C -3.504 7.174 -0.507 -1.4761
C -2.588 6.619 -1.568 0.0630
C -1.581 5.475 -1.035 0.3259
O -0.674 5.969 -0.092 -0.4612
C 0.576 5.332 -0.091 -0.1037
N -3.416 6.137 -2.636 -0.6666
H -4.156 6.396 -0.112 0.0525
H -4.057 8.033 -0.886 0.5064
H -2.955 7.486 0.383 0.3502
H -1.997 7.440 -1.974 0.5015
H -1.101 4.912 -1.835 0.3402
H -2.240 4.782 -0.513 -0.6011
H 0.495 4.354 0.383 -0.6595
H 1.287 5.809 0.583 0.4096
H 0.897 5.364 -1.132 0.6801
H -4.026 6.883 -2.939 0.3063
H -2.783 5.906 -3.388 0.2255
C -0.399 -1.351 4.059 1.3150
C -1.428 -1.815 5.052 0.6636
C -2.843 -2.046 4.536 -0.9532
O -3.271 -0.841 3.873 0.1967
C -4.607 -0.934 3.418 -0.6934
N -0.828 -3.023 5.537 -0.6923
H 0.635 -1.274 4.396 -0.1532
H -0.700 -0.369 3.695 -0.5378
H -0.455 -2.098 3.268 -0.8957
H -1.503 -1.137 5.902 0.2848
H -3.516 -2.343 5.341 0.3666
H -2.814 -2.900 3.859 0.1494
H -4.831 -0.075 2.785 -0.1481
H -5.365 -0.789 4.188 0.2503
H -4.684 -1.894 2.906 0.4529
H -1.383 -3.412 6.286 0.3281
H -0.889 -3.799 4.893 0.1525
C -4.680 3.173 -0.825 0.9556
C -5.961 3.601 -1.624 0.3834
C -6.924 4.470 -0.844 -0.7803
O -8.021 4.835 -1.697 -0.4118
C -9.008 5.763 -1.163 -0.7310
N -5.464 4.278 -2.817 -0.3430
H -5.124 2.525 -0.070 -0.0730
H -4.220 4.026 -0.326 -0.5261
H -3.807 2.690 -1.264 -0.1064
H -6.453 2.746 -2.088 0.1409
H -6.461 5.399 -0.510 0.3506
H -7.301 3.950 0.036 0.3128
H -8.587 6.413 -0.395 0.2854
H -9.873 5.165 -0.878 0.2725
H -9.434 6.380 -1.954 0.2673
H -6.209 4.764 -3.296 0.2967
H -4.747 4.962 -2.626 -0.0719
C -1.950 -3.231 -4.746 -0.9271
C -0.798 -3.210 -5.737 0.5182
C 0.664 -2.986 -5.168 -0.5008
O 0.623 -1.745 -4.553 -0.1484
C 1.279 -1.658 -3.314 1.6182
N -0.924 -4.392 -6.492 -0.7913
H -2.858 -3.271 -5.349 0.4241
H -2.048 -2.322 -4.153 -0.1508
H -1.942 -4.095 -4.082 0.2894
H -1.092 -2.427 -6.435 0.2895
H 1.383 -3.160 -5.968 0.0914
H 0.979 -3.800 -4.514 -0.1833
H 0.718 -2.216 -2.564 0.9342
H 1.246 -0.591 -3.093 -1.6979
H 2.332 -1.912 -3.433 -0.3664
H -0.772 -5.091 -5.779 0.2898
H -1.839 -4.551 -6.889 0.3461
C -2.652 1.842 6.244 -0.8398
C -2.739 3.213 5.599 -0.5642
C -2.592 3.257 4.102 1.9959
O -2.466 4.599 3.694 -0.5915
C -2.115 4.746 2.338 -0.1656
N -3.990 3.749 6.171 -0.4057
H -1.705 1.386 5.956 -0.0281
H -3.547 1.264 6.015 -0.1785
H -2.456 1.964 7.309 0.5965
H -1.875 3.769 5.964 0.5344
H -3.394 2.710 3.607 -0.8418
H -1.629 2.795 3.884 -0.5521
H -2.099 5.777 1.987 0.2811
H -2.657 4.177 1.583 0.0690
H -1.101 4.352 2.270 0.1152
H -3.783 3.862 7.153 0.3328
H -4.100 4.713 5.891 0.2632
C 2.515 -4.810 -2.088 -0.6331
C 3.168 -5.904 -1.148 0.3805
C 2.908 -7.294 -1.706 -0.4721
O 3.401 -8.330 -0.807 -0.3294
C 3.061 -9.595 -1.225 -0.7475
N 4.581 -5.576 -1.100 -0.4719
H 1.490 -5.113 -2.304 0.3966
H 3.130 -4.823 -2.988 0.2230
H 2.536 -3.836 -1.601 -0.0660
H 2.764 -5.793 -0.142 -0.1438
H 3.301 -7.458 -2.709 0.4560
H 1.827 -7.342 -1.834 -0.0220
H 3.631 -9.858 -2.116 0.3201
H 1.988 -9.716 -1.374 0.2241
H 3.467 -10.379 -0.587 0.2945
H 4.985 -5.586 -2.026 0.3376
H 5.009 -6.380 -0.665 0.3275
```

As for the HOMO-LUMO gap: 0.326 hartree. As for the net charge: 0. As for the molar mass: 1515.3 g/mol. Its HOMO energy is -8.354 eV.

Least stable of them? A.